Record 1
Entry from the OMol25 dataset: a structure of composition C16H24IrN6O9P3 (the ωB97M-V functional and the def2-TZVPD basis).

Values from the calculation:
LUMO, eV: -1.6
Gap between HOMO and LUMO, eV: 6.70
HOMO energy, hartree: -0.3045

Geometry as XYZ:
```
59
C16H24IrN6O9P3 | the OMol25 dataset | the ωB97M-V functional and the def2-TZVPD basis
Ir -0.60947 -0.49916 0.14125
O -1.76986 -2.38115 -3.70337
P -1.13929 -2.68752 -2.27486
O -2.05638 -3.44632 -1.36243
O -0.79472 -1.26281 -1.78229
O 0.09461 -3.59455 -2.64704
P 0.97507 -4.17335 -1.34162
O 0.02414 -5.33147 -0.78171
O 2.26570 -4.70182 -1.77997
O 0.88252 -2.95279 -0.46102
H -2.09087 -3.17883 -4.13892
H -0.90100 -5.03062 -0.79406
O -2.09846 2.16954 2.79753
C -1.69992 1.57173 1.82512
O -0.93665 0.51519 1.87542
C -2.12505 2.03934 0.43564
C -3.07586 3.06855 0.35583
C -3.48646 3.48312 -0.87668
C -2.92602 2.90281 -2.03416
C -3.28165 3.32112 -3.33754
C -2.67902 2.76369 -4.42660
C -1.69296 1.76800 -4.25826
C -1.33453 1.33315 -3.01440
C -1.95542 1.88617 -1.87278
N -1.59592 1.45591 -0.62208
H -3.44607 3.48693 1.27950
H -4.23338 4.26057 -0.98308
H -4.03128 4.09449 -3.44884
H -2.94990 3.08490 -5.42338
H -1.21537 1.33815 -5.12855
H -0.60004 0.55352 -2.88473
C 3.91731 -2.70338 1.80130
N 3.98080 -1.43347 1.07606
C 4.07615 -0.33919 2.03056
N 2.99299 -0.32682 3.00653
C 2.98456 -1.60681 3.70108
N 2.85375 -2.75208 2.80885
C 1.52541 -2.85024 2.21206
P 1.25627 -1.42365 1.07319
C 2.85998 -1.29028 0.15110
C 1.69388 -0.10860 2.33640
H 4.87080 -2.84247 2.31510
H 3.78120 -3.51676 1.08704
H 4.08417 0.60925 1.48931
H 5.02176 -0.43689 2.56887
H 2.16470 -1.61953 4.42192
H 3.92612 -1.70831 4.24559
H 0.76500 -2.84872 2.98938
H 1.44043 -3.78098 1.65657
H 2.91043 -0.30839 -0.32931
H 2.92127 -2.05524 -0.61478
H 0.92908 -0.02763 3.10841
H 1.73141 0.87113 1.84891
N -1.60020 -2.26497 2.29334
N -1.71831 -1.99601 0.88707
H -2.43745 -2.75504 2.59250
H -1.57641 -1.35799 2.75578
H -2.67770 -1.73341 0.65225
H -1.54045 -2.85131 0.33028
```

Results of the natural (NBO) charge analysis, in e, for atoms 1 through 4: 1.034 -0.987 2.592 -1.205

Record 2
Entry from the OMol25 dataset: a cluster of 2 separate species, C7H16BrNO10PS2 in total (the ωB97M-V functional and the def2-TZVPD basis).

Values from the calculation:
Charge: -1
LUMO, eV: -1.5
Gap between HOMO and LUMO, eV: 4.58
HOMO energy, hartree: -0.2216

Geometry as XYZ:
```
38
C7H16BrNO10PS2 | the OMol25 dataset | the ωB97M-V functional and the def2-TZVPD basis
C 0.62302 2.17692 1.48811
C 0.84346 2.02284 -0.09241
O -0.03052 2.83113 -0.93082
S -0.16444 4.42087 -0.40259
O -0.47180 5.23936 -1.64810
O 1.14698 4.98142 0.13519
N -1.44513 4.52041 0.72733
S -2.92299 3.95980 0.08324
O -3.99454 4.31323 1.11125
O -3.34893 4.59687 -1.21213
C -3.00854 2.12613 -0.16125
C -2.85821 1.25492 1.16605
O -2.04642 0.29390 1.14739
Br -3.87209 1.51408 2.84219
H 0.96233 1.18398 1.97276
H -0.45235 2.34717 1.80769
H 1.35820 2.96673 1.85799
H 0.59927 0.92253 -0.34576
H 1.95465 2.15515 -0.33406
H -4.06665 1.90748 -0.57041
H -2.28576 1.70655 -0.93429
C -0.71084 -2.26075 0.20106
O 0.45425 -2.56861 0.95932
P 1.93772 -2.79444 0.11877
O 1.70144 -1.58302 -0.78148
O 1.34829 -4.17675 -0.56057
C 1.02158 -5.25150 0.31401
O 3.48366 -3.09417 -0.57049
C 3.59443 -3.12810 -1.98443
H -1.58323 -2.50130 0.81205
H -0.73552 -1.19649 -0.02846
H -0.75818 -2.84603 -0.71944
H -0.05908 -5.40884 0.29049
H 1.32902 -5.04945 1.34240
H 1.51928 -6.15872 -0.03550
H 3.60804 -2.11347 -2.38644
H 2.78636 -3.70116 -2.44276
H 4.54325 -3.60868 -2.23587
```

Results of the natural (NBO) charge analysis, in e, for atoms 1 through 4: -0.669 -0.092 -0.705 2.288

Record 3
Entry from the OMol25 dataset: a structure of composition C22H26ClOP2Tl (the ωB97M-V functional and the def2-TZVPD basis).

Values from the calculation:
Charge: +2
LUMO (spin up / spin down), eV: -9.2 / -9.2
Gap between HOMO and LUMO (spin up / spin down), eV: 5.74 / 5.74
HOMO energy (spin up / spin down), hartree: -0.5487 / -0.5487

Geometry as XYZ:
```
53
C22H26ClOP2Tl | the OMol25 dataset | the ωB97M-V functional and the def2-TZVPD basis
Tl -0.65649 -0.03093 1.56818
Cl -0.72417 -2.43712 1.60814
C 2.54854 -0.86248 1.75689
O 3.40209 -1.62178 1.69962
P -0.00324 0.11127 -1.10545
C 0.64627 1.72918 -1.70357
C 1.02527 -1.24833 -1.79515
C -1.70821 -0.19486 -1.73020
C 0.50023 -2.53933 -2.01965
C 1.31086 -3.50705 -2.60000
C 2.66379 -3.26686 -2.80636
C 3.21540 -2.05039 -2.41404
C 2.42111 -1.04608 -1.86805
H -0.52807 -2.78524 -1.70262
H 0.85083 -4.45015 -2.88010
H 3.27994 -4.02371 -3.28036
H 4.27458 -1.86558 -2.53295
H 2.85029 -0.11608 -1.46965
C 1.45393 2.55435 -0.88276
C 1.89467 3.77755 -1.37387
C 1.56961 4.18830 -2.66597
C 0.75726 3.38114 -3.46093
C 0.26225 2.17433 -2.97690
H 1.70339 2.24064 0.14171
H 2.50428 4.41115 -0.73773
H 1.94675 5.12815 -3.05453
H 0.47825 3.65858 -4.46886
H -0.43413 1.57792 -3.57205
C -1.87928 -0.55098 -3.07741
C -3.16917 -0.69239 -3.58436
C -4.27543 -0.63681 -2.74639
C -4.10338 -0.40913 -1.38592
C -2.83635 -0.16843 -0.86822
H -1.00615 -0.72616 -3.72023
H -3.26128 -0.84891 -4.64827
H -5.27729 -0.76585 -3.14504
H -4.95144 -0.39308 -0.70635
H -2.72907 0.00236 0.21892
H -0.28352 1.91891 2.07078
H -0.97283 2.08703 1.74609
C 0.72721 0.98742 6.00548
P 0.16111 0.17635 4.43544
C 0.38724 -1.62863 4.70274
C -1.69039 0.28127 4.47876
H 1.82641 0.89155 6.15418
H 0.18231 0.46702 6.80440
H 0.48570 2.07280 6.01001
H 0.06636 -1.93665 5.70665
H -0.15007 -2.19717 3.92243
H 1.44984 -1.84193 4.57205
H -2.12746 0.09201 5.45628
H -1.90376 1.30065 4.18358
H -2.17461 -0.36780 3.74158
```

Results of the Löwdin charge analysis, in e, for atoms 1 through 4: 0.480 0.100 0.001 0.081

Strongest force on any atom for the records above, in order: 1.11; 9.76; 2.90 eV/Å